a:
Below is a 2-piece molecular cluster, C4H7P overall, with properties calculated with ωB97M-V/def2-TZVPD.

Its HOMO energy is -7.9401 eV. The calculation puts the HOMO-LUMO gap at 8.68 eV. The value obtained for the LUMO energy is 0.74 eV. Its molar mass is 86.1 u.

Geometry (Å):
C: 0.23558 1.38295 0.25859
C: 0.64740 0.10286 0.11068
C: -0.67865 0.30509 -0.28254
C: 1.71880 -0.95431 0.12371
P: -2.35036 -0.35817 0.08576
H: 0.22041 2.36691 0.60365
H: -1.11354 0.58541 -1.97549
H: 2.39691 -0.73837 0.98900
H: 2.37997 -0.54408 -0.72261
H: 1.47631 -2.02000 0.01036
H: -3.06175 0.84437 -0.47143
H: -2.32188 -0.05738 1.48868

---

b:
Below is one molecule with the formula C4H7P, with properties calculated with ωB97M-V/def2-TZVPD.

Its HOMO energy is -8.5027 eV. The calculation puts the HOMO-LUMO gap at 9.54 eV. Its SMILES is CC1=C[C@@H]1P. The value obtained for the LUMO energy is 1.04 eV. Its molar mass is 86.1 u.

Geometry (Å):
C: -1.55203 -0.49408 -1.06078
C: -0.62274 0.42076 -0.18556
C: -0.03240 1.40815 0.37220
C: 0.31281 -0.03665 0.90736
P: 2.06039 -0.81640 0.81181
H: -1.60651 -1.37685 -0.46280
H: -0.88297 -0.79500 -1.82956
H: -2.55955 -0.03999 -1.31931
H: 0.25816 2.41183 0.36262
H: -0.25290 -0.39730 1.68653
H: 2.79595 0.22282 1.19182
H: 2.08181 -0.50729 -0.47433

---

Result of the stability comparison: a is the least stable of them.

---

a:
Below is a 2-piece molecular cluster, C4H13NO2S overall, with properties calculated with ωB97M-V/def2-TZVPD.

Its HOMO energy is -8.8535 eV. The calculation puts the HOMO-LUMO gap at 9.43 eV. Its SMILES is CN[C@H](CO)CS.O. The value obtained for the LUMO energy is 0.57 eV. Its molar mass is 139.2 u.

Geometry (Å):
C: 0.21131 0.88145 -1.75066
N: -0.67938 0.09212 -0.91461
C: -0.10988 -0.72702 0.14630
C: 0.52258 0.15794 1.25298
O: -0.46045 0.43820 2.21292
C: 0.82920 -1.73567 -0.53676
S: 1.67168 -2.84459 0.69147
H: 0.97122 0.40125 -2.35551
H: -0.30139 1.62494 -2.43575
H: 0.78335 1.63797 -1.17117
H: -1.40038 -0.35162 -1.46598
H: -0.89739 -1.28583 0.62314
H: 1.37528 -0.33639 1.73249
H: 1.01057 1.05306 0.81465
H: -1.17482 1.03003 1.82260
H: 1.61349 -1.22036 -1.09156
H: 0.50028 -2.47627 -1.28731
H: 1.39974 -2.21497 1.83746
O: -2.04207 2.11545 0.99651
H: -2.55037 1.50894 0.44730
H: -1.27257 2.25137 0.43148

---

b:
Below is a 2-piece molecular cluster, C4H13NO2S overall, with properties calculated with ωB97M-V/def2-TZVPD.

Its HOMO energy is -8.7413 eV. The calculation puts the HOMO-LUMO gap at 9.32 eV. Its SMILES is N[C@H](CO)CCS.O. The value obtained for the LUMO energy is 0.58 eV. Its molar mass is 139.2 u.

Geometry (Å):
N: 0.77452 0.88149 -0.43169
C: -0.11895 -0.23883 -0.77514
C: -0.37090 -0.38046 -2.27619
O: 0.81285 -0.32475 -3.03396
C: -1.39210 -0.18480 0.07270
C: -1.08562 -0.25789 1.54832
S: -0.36016 -1.88560 1.98414
H: 0.47056 1.75659 -0.83020
H: 1.71988 0.73502 -0.73926
H: 0.42067 -1.13685 -0.49031
H: -0.83203 -1.33815 -2.49816
H: -1.10593 0.34861 -2.63476
H: 1.19304 0.55546 -2.92557
H: -2.01299 -1.02800 -0.24275
H: -1.96788 0.71439 -0.14597
H: -0.40639 0.54644 1.79452
H: -1.97642 -0.18703 2.15810
H: 0.26011 -1.42671 3.07752
O: 1.97678 0.61255 2.33210
H: 2.43349 1.42182 2.58134
H: 1.56747 0.81671 1.47522

---

Result of the stability comparison: a is the least stable of them.

---

a:
Below is C4H11NS2 as an isolated structure, with properties calculated with ωB97M-V/def2-TZVPD.

Its HOMO energy (spin up / spin down) is -7.6356 / -7.5316 eV. The calculation puts the HOMO-LUMO gap (spin up / spin down) at 7.65 / 7.58 eV. The value obtained for the LUMO energy (spin up / spin down) is 0.02 / 0.04 eV. Its molar mass is 137.3 u.

Geometry (Å):
C: -2.05465 -0.46773 1.87691
C: 2.17447 1.46964 -1.59695
C: -2.31660 -0.86064 0.46250
C: 1.60794 0.83878 -0.36150
N: -1.41604 -1.09252 -0.63150
S: 2.72500 -0.14365 0.65924
S: 0.16734 -1.01128 -0.55442
H: -1.84135 -1.25938 2.52473
H: -1.36118 0.38315 2.03830
H: -2.97967 -0.06630 2.21743
H: 2.26123 2.60602 -1.54236
H: 3.13943 1.10232 -1.71796
H: 1.62519 1.07303 -2.40092
H: -2.97934 -1.76616 0.51819
H: -2.96340 -0.04883 0.20169
H: 1.11313 1.51546 0.28172
H: 2.74246 -1.40999 -0.08217
H: 0.35604 -0.86191 -1.89295

---

b:
Below is one molecule with the formula C4H11NS2, with properties calculated with ωB97M-V/def2-TZVPD.

Its HOMO energy is -7.7312 eV. The calculation puts the HOMO-LUMO gap at 8.52 eV. Its SMILES is CCSSCCN. The value obtained for the LUMO energy is 0.79 eV. Its molar mass is 137.3 u.

Geometry (Å):
C: -2.88627 -0.53849 1.49667
C: -2.68211 -0.27328 -0.00639
S: -1.10182 0.45044 -0.66704
S: 0.21692 -0.45844 0.52554
C: 1.61950 -0.76663 -0.70444
C: 2.28374 0.56147 -0.89634
N: 3.02753 1.16039 0.25144
H: -2.76835 0.53821 1.90903
H: -3.87134 -1.07407 1.61669
H: -2.07786 -1.24305 1.90802
H: -2.71656 -1.26755 -0.61903
H: -3.37801 0.36244 -0.61036
H: 2.14141 -1.44644 -0.06542
H: 1.23608 -1.10132 -1.68120
H: 3.07105 0.27104 -1.64725
H: 1.69254 1.28256 -1.43108
H: 3.85562 1.69227 -0.05902
H: 2.33794 1.85045 0.68017

---

Result of the stability comparison: a is the least stable of them.

---

a:
Below is a 2-piece molecular cluster, CH3NO2S2 overall, with properties calculated with ωB97M-V/def2-TZVPD.

Its HOMO energy (spin up / spin down) is -9.4498 / -9.4497 eV. The calculation puts the HOMO-LUMO gap (spin up / spin down) at 8.46 / 8.46 eV. The value obtained for the LUMO energy (spin up / spin down) is -0.99 / -0.99 eV. Its molar mass is 125.2 u.

Geometry (Å):
C: 0.84557 0.81517 0.09124
N: 1.41188 -0.43175 0.11764
O: -0.33584 1.10439 -0.01180
O: -1.22702 -1.47916 -0.17392
S: -3.39356 0.31344 -0.70670
S: -2.05469 -0.40320 0.43137
H: 1.54914 1.79539 0.11309
H: 0.77873 -1.13845 0.02743
H: 2.42579 -0.57583 0.11164

---

b:
Below is one molecule with the formula CH3NO2S2, with properties calculated with ωB97M-V/def2-TZVPD.

Its HOMO energy is -8.9579 eV. The calculation puts the HOMO-LUMO gap at 8.95 eV. Its SMILES is ON(O)C(=S)S. The value obtained for the LUMO energy is -0.01 eV. Its molar mass is 125.2 u.

Geometry (Å):
O: 0.69153 -0.51384 1.70568
N: -0.10579 0.17043 0.76928
O: -1.44117 0.25647 1.09410
C: 0.29774 0.01164 -0.50998
S: 1.82610 -0.76131 -0.76791
S: -0.78015 0.65568 -1.78489
H: 1.57780 -0.76680 1.36241
H: -1.82254 1.09969 0.84849
H: -0.24352 -0.15196 -2.71719

---

Result of the stability comparison: b is the least stable of them.

---

a:
Below is one molecule with the formula C3H4N2O2S, with properties calculated with ωB97M-V/def2-TZVPD.

Its HOMO energy is -9.6631 eV. The calculation puts the HOMO-LUMO gap at 9.38 eV. Its SMILES is [H]/N=C(/NC=O)SC=O. The value obtained for the LUMO energy is -0.28 eV. Its molar mass is 132.1 u.

Geometry (Å):
H: -2.44292 0.92413 1.51831
N: -1.38079 1.20258 1.61986
C: -0.76099 0.66700 0.61462
N: 0.61413 0.95273 0.51365
C: 1.47298 0.81410 -0.59151
O: 1.15650 0.55882 -1.73552
S: -1.47078 -0.72629 -0.47061
C: -0.28866 -2.10656 -0.78016
O: -0.96899 -2.85755 -1.59671
H: 1.12888 1.11612 1.58597
H: 2.27353 1.62361 -0.35508
H: 0.66711 -2.16870 -0.32281

---

b:
Below is one molecule with the formula C3H4N2O2S, with properties calculated with ωB97M-V/def2-TZVPD.

Its HOMO energy is -9.8566 eV. The calculation puts the HOMO-LUMO gap at 10.35 eV. Its SMILES is [H]/N=C1\OC(=O)CN1S. The value obtained for the LUMO energy is 0.49 eV. Its molar mass is 132.1 u.

Geometry (Å):
H: -1.75961 -0.87329 2.03375
N: -1.89411 -0.40570 1.12827
C: -0.75693 -0.36984 0.61937
O: 0.37224 -0.75056 1.30244
C: 1.48243 -0.44433 0.55400
O: 2.54756 -0.50591 1.05370
C: 1.00992 0.10759 -0.79472
N: -0.43379 -0.08751 -0.69972
S: -1.54276 0.75984 -1.65688
H: 1.30542 -0.46718 -1.69147
H: 1.27898 1.16415 -0.87140
H: -1.60934 1.87274 -0.97735

---

Result of the stability comparison: a is the least stable of them.

---

a:
Below is one molecule with the formula C3H6P2, with properties calculated with ωB97M-V/def2-TZVPD.

Its HOMO energy (spin up / spin down) is -7.6885 / -7.6988 eV. The calculation puts the HOMO-LUMO gap (spin up / spin down) at 6.93 / 7.00 eV. The value obtained for the LUMO energy (spin up / spin down) is -0.76 / -0.70 eV. Its molar mass is 104.0 u.

Geometry (Å):
C: -0.21336 -0.35469 -0.73740
C: 1.03742 -0.17911 1.82599
C: -0.92630 -0.11980 -2.01276
P: 0.55139 -1.95771 1.95945
P: 0.02536 0.66681 0.51961
H: 0.86830 0.33654 2.77984
H: 2.09856 -0.10039 1.57939
H: -0.31881 0.49583 -2.67786
H: -1.89480 0.36262 -1.90002
H: -1.07022 -1.08521 -2.49824
H: -0.15755 1.93509 1.16200

---

b:
Below is C3H6P2 as an isolated structure, with properties calculated with ωB97M-V/def2-TZVPD.

Its HOMO energy is -9.3355 eV. The calculation puts the HOMO-LUMO gap at 9.09 eV. The value obtained for the LUMO energy is -0.25 eV. Its molar mass is 104.0 u.

Geometry (Å):
C: 1.84931 -0.00576 -0.35096
C: -1.37183 0.52839 -0.18005
C: 2.75191 -0.73567 0.23144
P: -2.88286 -0.29484 0.47752
P: -0.02352 -0.50565 0.19031
H: 3.82148 -0.62463 -0.13182
H: 2.37254 -1.29356 0.95915
H: -3.44076 0.80271 1.18367
H: -3.76625 -0.06811 -0.58727
H: -1.44253 1.59653 -0.69150
H: 2.13252 0.60058 -1.10048

---

Result of the stability comparison: a is the least stable of them.